# C38H69F9O21

A cluster of 8 separate species, C38H69F9O21 in total at a distorted geometry (ωB97M-V/def2-TZVPD, OMol25).

```
137
Properties=species:S:1:pos:R:3:lowdin_charge:R:1
C -1.207 -3.047 5.047 -0.06
C -0.618 -4.474 5.180 -0.16
O 0.822 -4.528 5.473 0.03
C 1.661 -4.534 4.450 -0.35
O 1.400 -4.326 3.251 0.11
C 3.138 -4.714 4.958 -0.56
F 3.639 -5.794 4.403 0.19
F 3.837 -3.614 4.644 0.16
F 3.217 -4.843 6.286 0.16
H -1.378 -2.577 6.016 0.07
H -2.159 -3.022 4.516 0.08
H -0.565 -2.395 4.455 0.07
H -0.813 -4.961 4.225 0.11
H -1.180 -5.019 5.939 0.12
C -0.779 -7.765 -0.524 -0.05
C 0.388 -8.385 -1.354 -0.21
O 0.523 -9.767 -1.120 0.00
C -0.158 -10.731 -1.837 -0.30
O -1.045 -10.470 -2.653 0.14
C 0.346 -12.152 -1.599 -0.55
F 1.254 -12.177 -0.590 0.15
F -0.685 -12.929 -1.349 0.20
F 0.964 -12.547 -2.724 0.17
H -0.774 -7.997 0.541 0.07
H -1.753 -8.084 -0.893 0.07
H -0.702 -6.680 -0.594 0.07
H 1.312 -7.875 -1.081 0.12
H 0.346 -8.097 -2.405 0.12
C 0.383 5.242 5.770 -0.08
C 1.751 5.122 6.275 -0.25
O 2.091 3.734 6.094 -0.01
C 3.392 3.348 6.470 -0.27
O 4.223 4.055 7.068 0.12
C 3.731 1.855 6.124 -0.52
F 2.761 1.217 5.461 0.17
F 4.824 2.015 5.302 0.12
F 4.139 1.243 7.224 0.19
H 0.401 5.134 4.685 0.09
H -0.091 6.101 6.243 0.09
H -0.238 4.434 6.159 0.09
H 1.654 5.257 7.352 0.13
H 2.516 5.807 5.909 0.14
C -4.123 -1.298 -1.363 -0.01
C -4.963 -0.073 -1.851 -0.27
C -4.216 1.074 -2.618 -0.11
O -4.764 1.162 -3.891 0.07
C -5.701 0.217 -4.059 -0.52
O -6.234 -0.089 -5.109 0.13
O -5.878 -0.477 -2.884 0.05
H -3.503 -1.101 -0.490 0.08
H -3.501 -1.669 -2.178 0.09
H -4.858 -1.995 -0.959 0.08
H -5.525 0.394 -1.042 0.14
H -3.165 0.823 -2.763 0.13
H -4.284 1.981 -2.018 0.13
C 1.815 -0.517 -0.951 -0.02
C 1.592 0.302 0.308 -0.29
C 2.460 1.563 0.276 -0.14
O 1.594 2.602 0.343 0.09
C 0.360 2.207 0.613 -0.55
O -0.576 2.949 0.819 0.13
O 0.267 0.860 0.504 0.09
H 2.902 -0.573 -1.012 0.09
H 1.506 -0.037 -1.879 0.09
H 1.363 -1.502 -0.835 0.08
H 1.829 -0.290 1.192 0.15
H 2.937 1.577 -0.704 0.13
H 3.250 1.651 1.022 0.14
C 4.350 8.152 0.674 -0.13
O 5.480 7.652 1.289 -0.19
C 5.729 6.261 1.254 -0.19
C 6.111 5.640 -0.081 -0.21
O 6.737 4.365 0.007 -0.12
C 7.062 3.891 -1.341 -0.18
C 7.609 2.545 -1.142 -0.26
O 6.662 1.645 -0.662 -0.15
C 7.094 0.341 -0.838 -0.14
H 4.602 8.223 -0.384 0.08
H 4.110 9.159 1.017 0.09
H 3.496 7.482 0.772 0.09
H 4.886 5.702 1.660 0.12
H 6.540 6.217 1.981 0.13
H 6.746 6.342 -0.621 0.13
H 5.186 5.509 -0.642 0.12
H 7.733 4.565 -1.875 0.13
H 6.220 3.910 -2.033 0.13
H 8.430 2.553 -0.425 0.13
H 8.138 2.260 -2.051 0.13
H 6.508 -0.198 -0.093 0.09
H 8.079 0.114 -0.431 0.09
H 6.932 -0.140 -1.803 0.09
C 3.233 0.978 -6.810 -0.08
O 4.203 1.837 -6.143 -0.19
C 4.143 3.194 -6.493 -0.21
C 2.954 4.053 -5.903 -0.18
O 2.003 4.023 -6.949 -0.16
C 0.720 4.712 -6.727 -0.12
C -0.094 4.175 -5.478 -0.16
O 0.406 4.517 -4.172 -0.21
C 0.395 5.924 -3.917 -0.11
H 3.497 -0.040 -6.524 0.08
H 3.202 1.071 -7.896 0.09
H 2.210 1.139 -6.469 0.07
H 4.277 3.272 -7.572 0.12
H 5.044 3.643 -6.074 0.11
H 3.272 5.043 -5.577 0.12
H 2.664 3.524 -4.995 0.12
H 0.109 4.638 -7.627 0.12
H 0.936 5.779 -6.670 0.10
H -0.083 3.087 -5.410 0.12
H -1.164 4.383 -5.481 0.12
H -0.607 6.262 -3.653 0.08
H 0.830 6.556 -4.691 0.08
H 0.870 6.244 -2.989 0.08
C -9.989 -3.240 -1.201 -0.15
O -9.839 -3.627 0.114 -0.23
C -8.888 -4.712 0.256 -0.15
C -8.344 -4.954 1.712 -0.13
O -7.559 -3.847 2.213 -0.15
C -8.185 -2.614 2.298 -0.20
C -7.481 -1.603 3.280 -0.18
O -6.604 -0.779 2.524 -0.19
C -6.218 0.431 3.146 -0.11
H -9.174 -2.629 -1.590 0.09
H -10.873 -2.604 -1.217 0.09
H -10.187 -4.068 -1.882 0.09
H -8.066 -4.467 -0.416 0.12
H -9.521 -5.500 -0.153 0.12
H -7.619 -5.767 1.669 0.12
H -9.055 -5.250 2.483 0.12
H -9.243 -2.730 2.531 0.12
H -8.158 -2.171 1.302 0.12
H -6.977 -2.085 4.118 0.12
H -8.335 -1.130 3.763 0.11
H -5.416 0.841 2.533 0.08
H -5.807 0.402 4.156 0.08
H -7.076 1.100 3.081 0.09
```

E	-3967.8916	Ha
E_LUMO	0.041	eV
HOMO-LUMO gap	0.3503	hartree
ΔE to the lowest compared entry with this formula, charge and spin	0.0	kcal per mole

=====

# C38H69MgNO4P2SSi

A structure of composition C38H69MgNO4P2SSi (ωB97M-V/def2-TZVPD, OMol25).

```
117
Properties=species:S:1:pos:R:3:lowdin_charge:R:1
Mg 0.507 -0.196 -1.298 0.38
C -0.930 -2.719 -5.314 -0.09
C -0.886 -1.404 -4.540 -0.53
C -1.385 -0.231 -5.384 -0.13
P 0.735 -0.976 -3.737 1.07
C 1.807 -0.174 -5.015 -0.54
C 3.146 0.222 -4.394 -0.12
C 2.021 -0.831 -6.381 -0.10
C 1.397 -2.581 -3.197 -0.30
C 2.161 -3.413 -4.014 -0.06
C 2.545 -4.688 -3.630 -0.29
C 3.368 -5.569 -4.531 -0.06
C 2.102 -5.136 -2.387 -0.04
C 1.340 -4.346 -1.551 -0.02
C 0.975 -3.034 -1.915 -0.32
N 0.217 -2.190 -1.165 -0.10
C -0.164 -2.367 0.161 -0.33
C 0.660 -2.881 1.169 -0.03
C 0.320 -2.733 2.501 -0.05
C -0.834 -2.059 2.884 -0.26
C -1.129 -1.793 4.333 -0.04
C -1.682 -1.604 1.883 -0.04
C -1.400 -1.781 0.528 -0.29
P -2.571 -1.461 -0.855 1.11
C -2.562 0.393 -1.107 -0.57
C -3.061 1.264 0.040 -0.11
C -3.314 0.731 -2.395 -0.12
C -4.284 -1.809 -0.194 -0.55
C -4.531 -3.309 -0.398 -0.15
C -4.760 -1.420 1.208 -0.12
H -1.950 -2.905 -5.656 0.08
H -0.623 -3.557 -4.691 0.07
H -0.288 -2.701 -6.195 0.06
H -1.543 -1.525 -3.671 0.06
H -0.825 -0.153 -6.317 0.07
H -1.302 0.723 -4.859 0.07
H -2.436 -0.376 -5.641 0.08
H 1.236 0.746 -5.190 0.10
H 3.725 -0.664 -4.124 0.08
H 3.020 0.820 -3.493 0.06
H 3.729 0.797 -5.116 0.08
H 2.766 -1.623 -6.335 0.06
H 2.402 -0.080 -7.076 0.08
H 1.106 -1.241 -6.804 0.05
H 2.446 -3.070 -4.998 0.09
H 3.649 -5.043 -5.443 0.07
H 2.818 -6.466 -4.822 0.08
H 4.287 -5.897 -4.041 0.08
H 2.353 -6.142 -2.065 0.11
H 0.991 -4.752 -0.612 0.10
H 1.600 -3.352 0.909 0.10
H 0.983 -3.129 3.263 0.11
H -0.694 -2.559 4.976 0.08
H -2.201 -1.759 4.525 0.08
H -0.702 -0.830 4.626 0.06
H -2.586 -1.092 2.175 0.08
H -1.512 0.714 -1.243 0.02
H -4.145 1.182 0.144 0.08
H -2.821 2.314 -0.155 0.09
H -2.579 1.004 0.979 0.04
H -4.381 0.526 -2.281 0.07
H -2.956 0.151 -3.245 0.04
H -3.213 1.793 -2.630 0.09
H -4.903 -1.271 -0.924 0.09
H -3.867 -3.893 0.244 0.07
H -4.350 -3.611 -1.429 0.06
H -5.559 -3.566 -0.132 0.07
H -4.355 -2.107 1.953 0.07
H -5.849 -1.505 1.249 0.08
H -4.494 -0.407 1.500 0.04
O 2.682 -0.324 -1.139 -0.11
H 2.800 0.184 -0.325 -0.01
H 2.995 -1.227 -0.999 0.08
C 2.614 -0.426 4.368 -0.02
C 2.569 0.913 3.642 -0.64
C 2.962 2.043 4.591 -0.02
C 3.495 0.875 2.431 -0.03
O 1.215 1.078 3.232 -0.14
Si 0.477 2.108 2.194 -0.09
S 0.798 1.620 0.184 0.47
O 1.060 3.605 2.514 -0.15
C 1.379 4.778 1.759 -0.65
C 1.455 5.910 2.780 -0.03
C 0.309 5.074 0.714 -0.04
C 2.736 4.576 1.095 -0.04
O -1.108 2.012 2.578 -0.15
C -1.807 2.509 3.728 -0.62
C -0.914 2.522 4.964 -0.03
C -2.299 3.918 3.423 -0.02
C -2.989 1.572 3.947 -0.02
H 3.618 -0.631 4.740 0.09
H 2.315 -1.225 3.688 0.07
H 1.924 -0.415 5.213 0.09
H 3.978 1.892 4.961 0.09
H 2.283 2.062 5.445 0.09
H 2.906 3.003 4.084 0.07
H 4.523 0.701 2.750 0.09
H 3.456 1.814 1.877 0.07
H 3.193 0.060 1.769 0.07
H 0.486 6.053 3.260 0.08
H 1.744 6.843 2.297 0.09
H 2.190 5.672 3.550 0.08
H -0.667 5.180 1.187 0.08
H 0.258 4.272 -0.022 0.04
H 0.542 6.006 0.198 0.09
H 3.495 4.368 1.851 0.08
H 3.028 5.477 0.555 0.09
H 2.695 3.743 0.393 0.05
H -0.069 3.197 4.819 0.08
H -0.528 1.524 5.173 0.08
H -1.486 2.866 5.826 0.09
H -1.453 4.594 3.311 0.06
H -2.931 4.285 4.234 0.09
H -2.880 3.921 2.499 0.09
H -2.630 0.557 4.121 0.06
H -3.637 1.569 3.070 0.08
H -3.575 1.888 4.810 0.09
```

E	-3415.8656	Ha
E_LUMO	0.407	eV
HOMO-LUMO gap	0.2650	hartree
ΔE to the lowest compared entry with this formula, charge and spin	5.0	kcal per mole

=====

# C38H69N4O9P

A cluster of 3 separate species, C38H69N4O9P in total at a distorted geometry (ωB97M-V/def2-TZVPD, OMol25).

```
121
Properties=species:S:1:pos:R:3:lowdin_spin:R:1
C 3.540 1.671 0.521 0.00
C 2.272 1.902 1.530 0.00
C 0.957 2.103 0.576 0.00
C -0.418 1.908 1.448 0.00
C -1.200 0.524 1.053 0.00
C -2.783 0.681 1.139 0.00
C -3.579 1.264 -0.087 0.00
C -3.510 2.889 0.019 0.00
N -3.258 4.077 0.108 0.00
C -3.176 0.900 -1.594 0.00
C -4.222 1.824 -2.473 0.00
N -5.045 2.467 -3.099 0.00
C -1.725 1.518 -2.077 0.00
C -1.908 2.723 -3.167 0.00
O -1.872 2.515 -4.426 0.00
O -2.062 4.117 -2.754 0.00
C -0.780 4.763 -2.698 0.00
C 0.419 4.525 -3.752 0.00
O -0.606 5.607 -1.760 0.00
O -3.453 -0.406 -2.079 0.00
C -2.843 -1.523 -1.447 0.00
C -1.323 -1.894 -1.927 0.00
C -0.922 -3.178 -0.980 0.00
C -1.244 -2.446 -3.441 0.00
C -1.824 -1.454 -4.568 0.00
C 0.356 -2.615 -3.766 0.00
P -5.447 0.865 0.220 0.00
O -5.566 0.781 1.772 0.00
O -6.477 2.150 -0.252 0.00
O -5.909 -0.668 -0.371 0.00
H 4.381 1.050 1.001 0.00
H 3.226 1.104 -0.438 0.00
H 3.962 2.681 0.168 0.00
H 2.454 2.822 2.200 0.00
H 2.147 0.950 2.164 0.00
H 1.044 1.315 -0.263 0.00
H 0.997 3.174 0.147 0.00
H -1.114 2.822 1.386 0.00
H -0.068 1.821 2.543 0.00
H -0.882 -0.240 1.871 0.00
H -0.772 0.130 0.067 0.00
H -3.013 1.334 2.074 0.00
H -3.221 -0.363 1.409 0.00
H -1.074 0.749 -2.617 0.00
H -1.157 2.024 -1.207 0.00
H 0.750 3.429 -3.620 0.00
H 1.312 5.227 -3.535 0.00
H 0.052 4.729 -4.830 0.00
H -3.453 -2.462 -1.778 0.00
H -2.835 -1.581 -0.306 0.00
H -0.550 -1.092 -1.662 0.00
H -1.664 -4.035 -1.176 0.00
H -1.136 -2.827 0.110 0.00
H 0.179 -3.472 -1.076 0.00
H -1.677 -3.509 -3.476 0.00
H -2.879 -1.855 -4.852 0.00
H -1.206 -1.550 -5.549 0.00
H -1.903 -0.355 -4.265 0.00
H 0.813 -1.568 -3.545 0.00
H 0.561 -2.870 -4.864 0.00
H 0.854 -3.427 -3.123 0.00
H -7.267 1.829 -0.746 0.00
H -6.429 -0.531 -1.205 0.00
C -3.925 5.849 5.542 0.00
C -2.921 4.833 4.941 0.02
C -3.226 3.437 5.528 0.01
C -2.806 3.319 6.991 0.00
C -1.334 3.682 7.160 0.01
C -0.955 5.053 6.556 0.02
N -1.505 5.256 5.179 0.32
O -0.716 4.537 4.320 0.60
C -1.439 6.199 7.474 0.00
C 0.593 5.192 6.610 0.00
C -3.276 4.850 3.429 0.00
H -4.942 5.633 5.197 0.00
H -3.992 5.823 6.627 0.00
H -3.687 6.873 5.234 0.00
H -2.711 2.662 4.948 0.00
H -4.296 3.217 5.444 0.00
H -3.428 3.957 7.626 0.00
H -2.971 2.294 7.337 0.00
H -1.081 3.660 8.228 0.00
H -0.733 2.892 6.692 0.00
H -1.296 7.173 6.997 0.00
H -0.871 6.215 8.411 0.00
H -2.479 6.116 7.781 0.00
H 1.111 4.382 6.092 0.00
H 0.950 5.166 7.646 0.00
H 0.921 6.143 6.177 0.00
H -3.067 5.834 2.995 0.00
H -4.339 4.643 3.271 0.00
H -2.729 4.101 2.852 0.00
C 4.565 -8.096 -4.369 0.00
C 3.971 -6.702 -4.043 0.02
C 4.626 -5.660 -4.977 0.01
C 6.076 -5.373 -4.598 0.00
C 6.178 -4.949 -3.137 0.01
C 5.504 -5.931 -2.153 0.02
N 4.140 -6.359 -2.596 0.32
O 3.285 -5.326 -2.321 0.60
C 6.391 -7.182 -1.948 0.00
C 5.498 -5.273 -0.743 0.00
C 2.473 -6.868 -4.419 0.00
H 4.266 -8.415 -5.373 0.00
H 5.651 -8.127 -4.383 0.00
H 4.206 -8.855 -3.664 0.00
H 4.061 -4.721 -4.951 0.00
H 4.590 -6.008 -6.015 0.00
H 6.706 -6.249 -4.782 0.00
H 6.470 -4.577 -5.238 0.00
H 7.236 -4.822 -2.875 0.00
H 5.722 -3.956 -3.039 0.00
H 5.870 -7.943 -1.360 0.00
H 7.306 -6.926 -1.401 0.00
H 6.738 -7.639 -2.872 0.00
H 4.996 -4.303 -0.730 0.00
H 6.521 -5.089 -0.395 0.00
H 5.014 -5.922 -0.005 0.00
H 1.991 -7.605 -3.767 0.00
H 2.363 -7.222 -5.449 0.00
H 1.908 -5.935 -4.353 0.00
```

E	-2726.4937	Ha
2S+1	3
E_LUMO (spin up / spin down)	-0.138 / -0.369	eV
HOMO-LUMO gap (spin up / spin down)	0.3179 / 0.3317	hartree

=====

# C38H71As3IrOPSe

A structure of composition C38H71As3IrOPSe at a distorted geometry (ωB97M-V/def2-TZVPD, OMol25).

```
116
Properties=species:S:1:pos:R:3:lowdin_charge:R:1
Ir -0.396 0.953 0.366 0.48
C -2.195 -2.347 -0.544 -0.22
As -2.192 -0.695 0.455 1.05
C -2.737 -1.279 2.209 -0.23
C -3.844 0.167 -0.084 -0.34
C -3.792 1.115 -1.295 -0.67
C -2.673 0.721 -2.274 -0.09
C -3.558 2.541 -0.813 -0.30
As -1.986 2.819 0.320 1.05
C -1.219 4.427 -0.416 -0.25
C -2.833 3.511 1.912 -0.24
C -5.117 1.054 -2.076 -0.37
As -6.935 1.291 -1.267 1.15
C -7.126 3.214 -1.582 -0.34
C -6.679 1.398 0.682 -0.35
H -3.234 -2.632 -0.687 0.06
H -1.678 -3.111 0.033 0.04
H -1.704 -2.237 -1.510 0.02
H -3.629 -1.892 2.107 0.06
H -2.948 -0.413 2.832 0.04
H -1.945 -1.861 2.676 0.02
H -4.170 0.714 0.799 0.05
H -4.565 -0.633 -0.248 0.09
H -1.671 0.869 -1.825 0.02
H -2.717 1.332 -3.177 0.11
H -2.761 -0.326 -2.574 0.09
H -4.410 2.879 -0.228 0.05
H -3.453 3.215 -1.665 0.10
H -2.005 5.170 -0.518 0.05
H -0.766 4.227 -1.385 0.04
H -0.450 4.802 0.256 0.04
H -3.622 4.193 1.602 0.05
H -2.105 4.059 2.498 0.01
H -3.251 2.708 2.515 0.04
H -5.168 0.087 -2.579 0.06
H -5.096 1.810 -2.866 0.07
H -7.085 3.409 -2.653 0.02
H -6.354 3.799 -1.079 0.01
H -8.100 3.533 -1.215 0.03
H -6.449 0.419 1.100 0.01
H -7.641 1.715 1.084 0.03
H -5.925 2.125 0.991 0.00
C -0.606 0.977 8.112 -0.03
C -0.252 0.915 6.652 -0.23
C 0.082 -0.293 6.041 0.00
C 0.437 -0.366 4.706 -0.29
C 0.776 -1.712 4.108 -0.08
C 0.455 0.833 3.944 -0.50
Se 1.169 0.735 2.211 0.87
C 0.098 2.070 4.539 -0.28
C 0.115 3.397 3.825 -0.07
C -0.249 2.074 5.880 0.00
H -0.581 -0.007 8.574 0.08
H -1.602 1.402 8.248 0.09
H 0.094 1.626 8.642 0.10
H 0.074 -1.204 6.631 0.13
H 0.578 -2.509 4.823 0.09
H 1.829 -1.767 3.827 0.08
H 0.184 -1.901 3.211 0.04
H 0.287 3.296 2.760 0.02
H 0.900 4.034 4.236 0.10
H -0.830 3.910 3.989 0.07
H -0.502 3.020 6.351 0.14
O 1.345 0.544 -0.797 -0.58
P 2.312 -0.280 -1.674 0.90
C 2.498 -1.943 -0.927 -0.31
C 3.175 -3.038 -1.795 -0.17
C 2.703 -4.446 -1.408 -0.18
C 2.575 -4.556 0.109 -0.17
C 1.456 -3.622 0.621 -0.17
C 1.174 -2.472 -0.356 -0.22
C 1.601 -0.108 -3.358 -0.32
C 2.468 -0.212 -4.627 -0.17
C 2.638 -1.628 -5.170 -0.19
C 1.277 -2.300 -5.360 -0.18
C 0.473 -2.314 -4.056 -0.18
C 0.282 -0.896 -3.509 -0.19
C 3.883 0.636 -1.721 -0.33
C 5.097 -0.175 -2.230 -0.16
C 5.872 -0.889 -1.115 -0.19
C 6.242 0.071 0.010 -0.19
C 4.971 0.646 0.626 -0.20
C 4.167 1.418 -0.419 -0.18
H 3.143 -1.705 -0.073 0.11
H 4.254 -2.991 -1.665 0.10
H 2.984 -2.876 -2.846 0.07
H 3.418 -5.177 -1.786 0.12
H 1.739 -4.677 -1.874 0.11
H 3.531 -4.278 0.562 0.12
H 2.372 -5.585 0.404 0.12
H 1.748 -3.207 1.591 0.10
H 0.534 -4.189 0.777 0.11
H 0.634 -1.683 0.165 0.03
H 0.539 -2.822 -1.175 0.09
H 1.340 0.950 -3.240 0.12
H 3.439 0.266 -4.479 0.10
H 1.949 0.374 -5.393 0.13
H 3.258 -2.220 -4.499 0.09
H 3.169 -1.581 -6.122 0.12
H 1.410 -3.319 -5.725 0.12
H 0.712 -1.752 -6.122 0.12
H 0.984 -2.941 -3.320 0.08
H -0.507 -2.764 -4.232 0.12
H -0.232 -0.922 -2.542 0.06
H -0.364 -0.348 -4.203 0.12
H 3.632 1.384 -2.481 0.12
H 5.778 0.524 -2.721 0.13
H 4.787 -0.897 -2.993 0.10
H 6.764 -1.346 -1.547 0.12
H 5.274 -1.695 -0.683 0.08
H 6.858 0.886 -0.385 0.12
H 6.831 -0.449 0.766 0.12
H 5.219 1.322 1.447 0.12
H 4.365 -0.166 1.051 0.10
H 4.735 2.311 -0.693 0.13
H 3.223 1.760 0.006 0.07
```

E	-11119.7531	Ha
E_LUMO (spin up / spin down)	-7.190 / -7.188	eV
HOMO-LUMO gap (spin up / spin down)	0.2086 / 0.2087	hartree
ΔE to the lowest compared entry with this formula, charge and spin	22.8	kcal per mole
charge	+2